Model A:
Density functional theory data (the ωB97M-V functional and the def2-TZVPD basis) for a cluster of 2 separate species, C4H11S in total.

Last column: Löwdin charge in e.
CARTESIAN COORDINATES (ANGSTROEM)
C (-2.695, -1.676, 1.435)  -0.1681
C (-2.816, -1.786, -0.086)  -0.1704
H (-3.655, -1.770, 1.939)  0.0494
H (-2.030, -2.440, 1.821)  0.0571
H (-2.295, -0.698, 1.704)  0.0653
H (-2.803, -2.835, -0.402)  0.0573
H (-1.997, -1.256, -0.569)  0.0492
H (-3.710, -1.308, -0.479)  0.0518
C (1.597, 0.610, -2.058)  -0.2436
C (0.840, 1.076, -0.805)  -0.8653
S (1.779, 1.025, 0.764)  -0.0009
H (0.922, 0.037, -2.705)  0.0414
H (1.918, 1.480, -2.647)  0.0435
H (2.499, 0.042, -1.861)  0.0290
H (0.339, 2.006, -1.069)  0.0237
H (0.039, 0.361, -0.626)  -0.0194

Output
Charge ... -1
Highest occupied orbital energy ... -2.0909 eV

=====

Model B:
Density functional theory data (the ωB97M-V functional and the def2-TZVPD basis) for a cluster of 2 separate species, C4H11S in total.

Last column: Löwdin charge in e.
CARTESIAN COORDINATES (ANGSTROEM)
C (0.962, -2.501, -2.655)  -0.6667
S (2.368, -1.158, -2.346)  -0.1624
H (0.213, -2.056, -3.306)  -0.0536
H (0.559, -2.870, -1.604)  -0.0020
H (1.411, -3.473, -3.084)  -0.0173
C (-1.129, 2.069, 1.688)  -0.1324
C (-0.865, 0.480, 1.347)  -0.3107
C (0.339, 0.457, 0.541)  -0.2208
H (-1.655, 2.526, 0.784)  0.0652
H (-2.017, 2.281, 2.456)  0.0812
H (-0.320, 2.682, 1.891)  0.0080
H (-0.496, 0.065, 2.275)  0.0755
H (-1.880, 0.036, 1.115)  0.1117
H (0.898, -0.546, 0.458)  0.0687
H (1.186, 1.127, 0.942)  0.0897
H (0.426, 0.882, -0.501)  0.0659

Output
Charge ... -1
Highest occupied orbital energy ... -2.1798 eV

=====

Most stable = model A